# C4H10N2O

An isolated molecule of C4H10N2O (the ωB97M-V functional and the def2-TZVPD basis, OMol25).

Properties
SMILES: CNC(=O)N(C)C
LUMO energy: 0.72 eV
Kohn-Sham gap: 9.53 eV
Maximum force: 4.34 eV Å⁻¹
Spin multiplicity: 1
Total energy: -343.09721 a.u.
Energy above the lowest of the compared OMol25 structures with the same formula, charge and spin: 65.4 kcal/mol

The geometry in XYZ format:
```
17
C4H10N2O, DFT the ωB97M-V functional and the def2-TZVPD basis
C 2.6966 -0.1293 -0.6570
N 1.3752 0.2724 0.0075
C 0.3879 -0.6415 0.2555
O 0.6163 -1.8273 0.4679
N -0.8795 -0.1137 0.1915
C -1.9956 -0.9442 0.5790
C -1.1445 1.2688 -0.1460
H 2.8211 -0.1651 0.4746
H 2.5376 -1.0718 -1.2098
H 2.8624 0.6688 -1.4200
H 1.2672 1.2567 0.1768
H -2.4743 -0.5532 1.4835
H -1.6288 -1.9536 0.7673
H -2.7408 -0.9801 -0.2242
H -0.4956 1.6100 -0.9602
H -2.1759 1.3510 -0.4976
H -1.0292 1.9518 0.7114
```

# C4H10N2O

A structure of composition C4H10N2O (the ωB97M-V functional and the def2-TZVPD basis, OMol25).

Properties
LUMO energy (alpha / beta): 0.86 / 0.86 eV
Kohn-Sham gap (alpha / beta): 7.91 / 7.91 eV
Maximum force: 2.26 eV Å⁻¹
Spin multiplicity: 1
Total energy: -342.98002 a.u.
Energy above the lowest of the compared OMol25 structures with the same formula, charge and spin: 139.0 kcal/mol

The geometry in XYZ format:
```
17
C4H10N2O, DFT the ωB97M-V functional and the def2-TZVPD basis
C 0.5976 -0.0666 1.1159
C 0.4763 0.2919 -1.6885
C 0.3917 -1.2395 2.0064
C -0.9789 -0.0351 -1.7845
N -0.2583 0.9417 1.1021
N -0.2959 1.9481 0.2035
O 0.6739 1.8076 -0.6624
H -1.1107 0.8965 1.6505
H 1.5632 0.1210 0.6799
H 0.8840 0.8382 -2.5313
H 1.1240 -0.5313 -1.3969
H 0.5160 -2.1708 1.4466
H -0.6065 -1.2436 2.4471
H 1.1263 -1.2627 2.8164
H -1.5808 0.8158 -1.4341
H -1.2512 -0.8816 -1.1524
H -1.2709 -0.2295 -2.8183
```

# C4H10N2O

An isolated molecule of C4H10N2O (the ωB97M-V functional and the def2-TZVPD basis, OMol25).

Properties
SMILES: CNC(=O)N(C)C
LUMO energy: 0.80 eV
Kohn-Sham gap: 9.79 eV
Maximum force: 0.26 eV Å⁻¹
Spin multiplicity: 1
Total energy: -343.17619 a.u.
Energy above the lowest of the compared OMol25 structures with the same formula, charge and spin: 15.9 kcal/mol

The geometry in XYZ format:
```
17
C4H10N2O, DFT the ωB97M-V functional and the def2-TZVPD basis
C 2.6691 -0.1975 -0.4361
N 1.3018 0.2897 -0.4713
C 0.3148 -0.5871 -0.0657
O 0.5657 -1.7672 0.1453
N -0.9633 -0.0752 0.0353
C -1.9788 -0.9269 0.6201
C -1.2772 1.3291 -0.0911
H 3.0633 -0.2812 0.5852
H 2.6968 -1.1912 -0.8842
H 3.3064 0.4746 -1.0158
H 1.1692 1.2753 -0.3101
H -2.1717 -0.6696 1.6715
H -1.6289 -1.9567 0.5684
H -2.9154 -0.8307 0.0594
H -0.7505 1.7776 -0.9390
H -2.3483 1.4297 -0.2916
H -1.0532 1.9071 0.8197
```

# C4H10N2O

An isolated molecule of C4H10N2O (the ωB97M-V functional and the def2-TZVPD basis, OMol25).

Properties
SMILES: CNC(=O)[C@H](C)N
LUMO energy: 0.89 eV
Kohn-Sham gap: 10.26 eV
Maximum force: 2.44 eV Å⁻¹
Spin multiplicity: 1
Total energy: -343.15179 a.u.
Energy above the lowest of the compared OMol25 structures with the same formula, charge and spin: 31.2 kcal/mol

The geometry in XYZ format:
```
17
C4H10N2O, DFT the ωB97M-V functional and the def2-TZVPD basis
C 1.3111 -1.3057 0.4442
N 0.4616 -1.3708 -0.6804
C -0.5490 -0.5149 -1.0716
O -1.2829 -0.7997 -1.9858
C -0.7572 0.7279 -0.2187
C 0.4279 1.6496 0.0282
N -1.5328 0.3843 1.0256
H 2.2975 -0.8519 0.2662
H 1.5534 -2.2946 0.8398
H 0.8884 -0.7560 1.2844
H 0.3988 -2.1271 -1.3424
H -1.4498 1.3705 -0.7633
H 1.1360 1.6963 -0.8048
H 0.0845 2.6880 0.0143
H 0.9097 1.4391 0.9816
H -1.4369 -0.6070 1.1846
H -2.4604 0.6721 0.7979
```

# C4H10N2O2

A cluster of 2 separate species, C4H10N2O2 in total (the ωB97M-V functional and the def2-TZVPD basis, OMol25).

Properties
SMILES: CC(N)=O.CC(N)=O
LUMO energy: 0.60 eV
Kohn-Sham gap: 10.00 eV
Maximum force: 3.77 eV Å⁻¹
Spin multiplicity: 1
Total energy: -418.42829 a.u.
Energy above the lowest of the compared OMol25 structures with the same formula, charge and spin: 20.5 kcal/mol

The geometry in XYZ format:
```
18
C4H10N2O2, DFT the ωB97M-V functional and the def2-TZVPD basis
C -1.5579 5.1153 0.9047
C -0.7924 3.8215 1.1553
N 0.3425 3.6322 0.5004
O -1.2471 2.9730 1.8426
H -2.6101 5.1980 1.2251
H -1.5035 5.3141 -0.1789
H -0.9679 5.8829 1.4333
H 0.4676 4.2156 -0.3305
H 0.9536 2.8269 0.6568
C 2.3146 0.9526 5.3984
C 1.3487 2.2092 5.2151
N 0.4407 2.2085 4.1816
O 1.3668 3.1662 6.0226
H 2.9611 1.0361 6.2882
H 2.9491 0.7428 4.5210
H 1.6238 0.1051 5.5438
H 0.3445 1.4582 3.4929
H -0.1993 3.0063 4.1616
```

# C4H10N2O2

A cluster of 2 separate species, C4H10N2O2 in total (the ωB97M-V functional and the def2-TZVPD basis, OMol25).

Properties
SMILES: CN(O)C=O.C=CN
LUMO energy: 0.81 eV
Kohn-Sham gap: 8.88 eV
Maximum force: 4.40 eV Å⁻¹
Spin multiplicity: 1
Total energy: -418.28239 a.u.
Energy above the lowest of the compared OMol25 structures with the same formula, charge and spin: 112.1 kcal/mol

The geometry in XYZ format:
```
18
C4H10N2O2, DFT the ωB97M-V functional and the def2-TZVPD basis
C -2.0440 1.1591 -0.5329
N -1.0804 0.0827 -0.5617
O -0.7170 -0.2936 -1.8684
C -1.0304 -0.9345 0.4482
O -1.7837 -0.9038 1.4024
H -1.5650 2.0937 -0.8282
H -2.8599 0.9127 -1.2143
H -2.4119 1.2734 0.4840
H 0.2408 -0.0842 -1.9362
H -0.6262 -1.8878 0.0609
C 1.2383 0.8146 0.0800
C 1.8167 -0.4200 0.1688
N 2.2464 -1.0362 1.3453
H 0.8406 1.2779 0.9727
H 1.3727 1.4547 -0.7764
H 2.3670 -0.7544 -0.7049
H 1.7930 -0.7083 2.1859
H 2.2030 -2.0460 1.2747
```

# C4H10N2O2

A cluster of 2 separate species, C4H10N2O2 in total (the ωB97M-V functional and the def2-TZVPD basis, OMol25).

Properties
SMILES: NC(=O)NO.C=CC
LUMO energy: 0.74 eV
Kohn-Sham gap: 9.53 eV
Maximum force: 4.55 eV Å⁻¹
Spin multiplicity: 1
Total energy: -418.28426 a.u.
Energy above the lowest of the compared OMol25 structures with the same formula, charge and spin: 110.9 kcal/mol

The geometry in XYZ format:
```
18
C4H10N2O2, DFT the ωB97M-V functional and the def2-TZVPD basis
N -1.6503 1.2474 -0.4217
C -0.5139 1.2492 0.3575
O -0.4871 1.3313 1.5715
N 0.7094 1.6262 -0.4000
O 1.6741 2.2050 0.4466
H -2.4455 0.8635 0.0691
H -1.5630 0.8643 -1.3509
H 0.5655 2.2498 -1.1930
H 1.2674 2.0865 1.3358
C -0.3120 -1.6559 -1.2823
C 0.3419 -1.0491 -0.2978
C 0.6247 -1.7010 1.0184
H -0.4694 -1.1891 -2.2485
H -0.7855 -2.6257 -1.1629
H 0.9403 0.0780 -0.5591
H 0.1117 -2.6602 1.1189
H 0.2953 -1.0621 1.8404
H 1.6965 -1.8579 1.1579
```

# C4H10N2O2

An isolated molecule of C4H10N2O2 (the ωB97M-V functional and the def2-TZVPD basis, OMol25).

Properties
SMILES: C[C@@H](O)CNC(N)=O
LUMO energy: 0.65 eV
Kohn-Sham gap: 10.51 eV
Maximum force: 3.51 eV Å⁻¹
Spin multiplicity: 1
Total energy: -418.39778 a.u.
Energy above the lowest of the compared OMol25 structures with the same formula, charge and spin: 39.6 kcal/mol

The geometry in XYZ format:
```
18
C4H10N2O2, DFT the ωB97M-V functional and the def2-TZVPD basis
C -1.1186 -1.6676 0.9876
C -1.5476 -0.3320 0.3165
O -2.4742 0.2775 1.2601
C -0.4822 0.7219 0.0955
N 0.7869 0.2145 -0.4506
C 1.5927 1.0655 -1.2394
N 2.8892 0.6105 -1.3171
O 1.1793 2.0959 -1.7052
H -2.0156 -2.1144 1.5247
H -0.9968 -2.3195 0.1292
H -0.2182 -1.4845 1.5933
H -2.1338 -0.5993 -0.5776
H -1.8774 0.5180 1.9866
H -0.9183 1.4771 -0.6297
H -0.3074 1.4861 0.8728
H 1.1706 -0.3213 0.3153
H 3.3960 0.6808 -2.1980
H 3.0753 -0.3092 -0.9641
```